Here is a molecular structure, C24H23CaN6O4S at a distorted geometry from the Open Molecules 2025 dataset. Energies are from ωB97M-V/def2-TZVPD.

Geometry as XYZ:
```
59
Properties=species:S:1:pos:R:3:forces:R:3
Ca -1.39877 -0.94143 -1.05959 0.407 -1.714 -1.556
N 3.08277 -2.16178 -1.17100 0.047 -0.088 0.054
C 1.85917 -1.95037 -1.62822 -0.088 0.024 -0.089
N 0.75725 -2.07505 -0.93350 0.236 0.043 0.488
C 0.88210 -2.42971 0.41847 -0.058 -0.207 0.094
N -0.13612 -2.70517 1.17116 -0.135 -0.086 0.092
N -1.35443 -2.43019 0.58697 0.385 -0.629 0.486
C -2.37471 -3.13213 0.85995 -0.210 -0.082 -0.020
C -3.66501 -2.74087 0.24083 0.164 -0.063 -0.071
C -4.85155 -3.24107 0.73482 -0.052 -0.050 0.021
C -6.04614 -2.81155 0.16932 -0.034 -0.013 0.018
C -6.00542 -1.90549 -0.87025 -0.008 -0.014 0.003
C -4.76862 -1.46322 -1.32114 0.053 -0.006 -0.016
N -3.61614 -1.87095 -0.79444 -0.259 -0.201 0.308
C 2.21410 -2.50093 1.02036 -0.061 -0.054 -0.076
C 2.41446 -2.68177 2.39171 0.001 -0.023 0.029
C 3.69401 -2.72499 2.89990 0.013 0.006 -0.048
C 4.79329 -2.58819 2.04664 -0.016 -0.004 0.030
C 4.61460 -2.40905 0.69188 0.013 0.001 0.027
C 3.31861 -2.36561 0.18991 0.077 0.019 -0.124
H 3.86068 -1.92554 -1.76912 -0.031 0.005 0.005
H 1.78861 -1.65528 -2.66746 -0.020 0.016 0.019
H -2.32930 -4.00208 1.51308 0.009 0.094 0.103
H -4.84137 -3.94427 1.55645 -0.004 0.005 0.004
H -6.99130 -3.17789 0.54640 -0.001 -0.003 -0.004
H -6.90859 -1.53459 -1.33181 -0.001 0.004 -0.010
H -4.70570 -0.74210 -2.12569 0.005 0.029 0.013
H 1.55043 -2.78847 3.03180 0.005 0.001 0.005
H 3.85083 -2.86507 3.96002 0.001 0.000 0.007
H 5.79590 -2.61904 2.45072 0.001 -0.003 0.007
H 5.46183 -2.29310 0.02825 0.000 -0.005 -0.008
C 0.65882 4.82597 3.17834 0.015 -0.013 -0.017
C 1.05513 4.06751 1.94304 -0.007 0.007 0.042
C 1.09525 4.69552 0.70289 0.001 0.017 -0.041
C 1.43063 3.99462 -0.44566 -0.006 -0.005 0.063
C 1.73553 2.64564 -0.34156 -0.027 0.042 0.064
C 1.72265 1.99536 0.89013 0.005 0.058 -0.061
C 1.38121 2.71224 2.02031 0.006 -0.013 0.020
S 2.04994 1.72425 -1.79631 -0.066 0.002 -0.219
O 2.38265 2.60295 -2.87336 0.070 -0.086 0.002
O 2.89299 0.61401 -1.44908 0.076 -0.060 0.036
N 0.56064 1.04559 -2.17474 -0.272 0.229 0.090
C -0.34577 1.94195 -2.93763 -0.025 -0.066 -0.006
C -1.75648 1.36003 -2.93439 0.068 0.233 0.191
C -2.45730 1.33217 -1.55682 -0.022 0.469 0.016
O -3.65113 1.53037 -1.49692 -0.114 -0.017 -0.004
O -1.69870 0.97443 -0.54855 -0.340 1.930 0.129
H 0.77561 5.89905 3.03945 0.002 0.004 -0.005
H 1.25749 4.52170 4.03619 0.002 -0.004 0.000
H -0.38766 4.63346 3.42217 -0.006 -0.008 -0.006
H 0.86637 5.75136 0.63370 0.001 0.003 -0.005
H 1.48018 4.48785 -1.40661 -0.002 0.004 -0.017
H 2.00323 0.95128 0.95721 -0.008 -0.003 -0.002
H 1.37611 2.21932 2.98477 0.002 -0.003 -0.001
H 0.08831 0.91786 -1.27314 0.210 0.311 0.053
H 0.02944 2.01934 -3.95431 0.018 -0.002 -0.004
H -0.36841 2.94888 -2.51269 0.006 0.008 0.044
H -1.71623 0.33692 -3.34610 -0.061 0.016 -0.067
H -2.40598 1.92732 -3.59675 0.036 -0.053 -0.090
```
Forces are in eV/Å.

Properties
* energy: -2633.57560 a.u.
* Kohn-Sham gap: 0.28911 Eh
* maximum force: 0.046 hartree/bohr
* highest occupied orbital energy: -11.455 eV
* total charge: +1